Here is 12 unconnected molecules or ions with the total composition C23H74N18O12 at a distorted geometry from the Open Molecules 2025 dataset. Energies are from ωB97M-V/def2-TZVPD.

Summary:
Lowest unoccupied orbital energy = -0.643 eV
E = -76443.7516 eV
HOMO energy = -8.7 eV
Structure (SMILES) = COC[C@H](C)N.COC[C@H](C)N.COC[C@H](C)N.COC[C@H](C)N.NC(N)=O.NC(N)=O.NC(N)=O.NC(N)=O.NC(N)=O.NC(N)=O.NC(N)=O.O
Total charge = 0
Orbital gap = 8.10 eV

Last column: Löwdin charge in e.
Geometry (Å):
1 C 2.019 6.227 -1.695  -0.077
2 C 1.996 4.717 -1.832  -0.431
3 C 3.463 4.228 -2.142  -0.214
4 O 3.924 4.510 -3.430  -0.170
5 C 5.207 4.118 -3.811  -0.104
6 N 1.465 4.182 -0.593  0.058
7 H 1.178 6.703 -1.192  0.078
8 H 2.087 6.715 -2.668  0.079
9 H 2.892 6.599 -1.157  0.079
10 H 1.327 4.479 -2.659  0.117
11 H 3.317 3.160 -1.978  0.096
12 H 4.170 4.424 -1.337  0.127
13 H 5.320 4.097 -4.895  0.094
14 H 5.411 3.143 -3.368  0.083
15 H 5.966 4.801 -3.429  0.086
16 H 1.988 3.320 -0.524  0.044
17 H 1.920 4.751 0.106  0.068
18 C 2.017 2.120 8.668  -0.042
19 C 1.577 1.714 7.207  -0.443
20 C 2.399 0.566 6.760  -0.183
21 O 1.787 0.237 5.497  -0.242
22 C 2.246 0.965 4.367  -0.090
23 N 0.157 1.405 7.203  0.056
24 H 2.019 3.180 8.924  0.067
25 H 3.013 1.828 9.000  0.066
26 H 1.358 1.666 9.408  0.067
27 H 1.728 2.522 6.491  0.124
28 H 2.198 -0.338 7.335  0.136
29 H 3.475 0.737 6.753  0.132
30 H 2.115 2.039 4.495  0.078
31 H 1.720 0.743 3.439  0.072
32 H 3.312 0.781 4.235  0.088
33 H 0.006 0.811 8.006  0.065
34 H 0.208 0.819 6.382  0.039
35 C 0.279 -2.949 4.886  -0.063
36 C -1.194 -2.682 4.536  -0.363
37 C -1.736 -1.274 4.869  -0.181
38 O -3.092 -1.146 4.395  -0.224
39 C -3.616 0.206 4.478  -0.075
40 N -1.242 -2.902 3.052  0.063
41 H 0.663 -3.950 4.688  0.080
42 H 0.214 -2.832 5.968  0.079
43 H 0.982 -2.265 4.411  0.071
44 H -1.815 -3.416 5.049  0.136
45 H -1.086 -0.516 4.432  0.115
46 H -1.748 -1.054 5.937  0.121
47 H -2.907 0.994 4.225  0.082
48 H -4.005 0.320 5.490  0.090
49 H -4.362 0.370 3.700  0.077
50 H -0.318 -3.306 2.994  0.001
51 H -1.287 -1.947 2.727  0.031
52 C -2.420 -0.045 0.702  -0.039
53 C -1.162 0.048 -0.099  -0.426
54 C -1.200 1.099 -1.152  -0.183
55 O 0.045 1.406 -1.875  -0.241
56 C -0.242 2.142 -3.128  -0.060
57 N 0.047 0.294 0.701  0.051
58 H -2.837 0.893 1.068  0.087
59 H -2.385 -0.771 1.515  0.050
60 H -3.228 -0.396 0.061  0.087
61 H -0.985 -0.959 -0.476  0.126
62 H -1.509 2.066 -0.755  0.129
63 H -2.029 0.852 -1.816  0.113
64 H -0.854 3.008 -2.877  0.088
65 H -0.741 1.387 -3.735  0.076
66 H 0.711 2.414 -3.580  0.071
67 H 0.805 0.332 0.035  0.034
68 H 0.039 1.191 1.166  0.080
69 O 3.181 -0.481 -0.247  -0.036
70 H 3.512 -0.739 -1.107  0.040
71 H 3.324 0.465 -0.209  0.057
72 C -2.261 2.531 -5.867  -0.803
73 O -1.768 1.499 -6.243  0.030
74 N -3.203 2.567 -4.979  0.190
75 N -2.058 3.694 -6.413  0.183
76 H -3.696 3.389 -4.660  0.121
77 H -3.360 1.721 -4.450  0.103
78 H -2.692 4.415 -6.100  0.114
79 H -1.306 3.817 -7.076  0.124
80 C -0.788 -4.921 -0.916  -0.832
81 O -1.072 -5.433 -1.946  0.049
82 N -0.390 -3.684 -0.809  0.194
83 N -0.623 -5.637 0.176  0.175
84 H -0.313 -3.390 -1.772  0.061
85 H 0.026 -3.251 0.003  0.074
86 H -0.260 -5.160 0.989  0.071
87 H -0.797 -6.630 0.118  0.116
88 C 1.717 0.819 -7.220  -0.804
89 O 2.945 0.667 -7.451  -0.036
90 N 0.831 0.044 -7.632  0.187
91 N 1.178 1.843 -6.602  0.168
92 H 1.252 -0.829 -7.917  0.137
93 H -0.091 0.209 -7.254  0.101
94 H 1.795 2.541 -6.212  0.116
95 H 0.170 1.782 -6.589  0.050
96 C -4.147 -1.507 -3.105  -0.768
97 O -4.365 -0.308 -3.036  0.007
98 N -3.029 -2.142 -3.446  0.181
99 N -5.045 -2.406 -2.879  0.161
100 H -3.126 -3.143 -3.358  0.104
101 H -2.181 -1.749 -3.829  0.099
102 H -5.942 -1.997 -2.659  0.125
103 H -4.775 -3.310 -2.516  0.115
104 C 1.850 -3.230 1.616  -0.794
105 O 1.236 -4.067 2.245  0.007
106 N 2.864 -3.496 0.856  0.197
107 N 1.456 -2.017 1.460  0.175
108 H 3.350 -2.722 0.428  0.093
109 H 3.187 -4.453 0.850  0.131
110 H 2.129 -1.374 1.067  0.060
111 H 0.579 -1.738 1.877  0.077
112 C 1.382 -2.209 -3.602  -0.680
113 O 0.266 -2.765 -3.522  -0.004
114 N 1.702 -1.203 -2.815  0.176
115 N 2.360 -2.556 -4.442  0.170
116 H 2.577 -0.729 -2.988  0.099
117 H 1.077 -0.884 -2.089  0.093
118 H 3.191 -1.995 -4.561  0.107
119 H 2.298 -3.466 -4.875  0.121
120 C -4.900 -3.182 1.294  -0.796
121 O -5.944 -3.524 0.855  0.057
122 N -4.620 -2.380 2.262  0.166
123 N -3.723 -3.759 0.972  0.153
124 H -5.316 -1.785 2.689  0.118
125 H -3.703 -2.407 2.684  0.059
126 H -2.972 -3.537 1.609  0.049
127 H -3.738 -4.391 0.184  0.103